# 1
18
Properties=species:S:1:pos:R:3:forces:R:3 method="wB97M-V/def2-TZVPD" total_energy_ev=-13966.8589 total_charge=-1 relative_energy_kcal_mol=0.0 homo_energy_ev=-5.380
C -1.712503 1.011050 0.858126 0.3 0.9 -0.2
N -0.318104 0.693560 0.681566 -0.7 -1.2 -0.4
C 0.047105 -0.304682 -0.253314 0.5 -0.1 0.1
O 1.305157 -0.542222 -0.284250 -0.4 0.2 -0.2
O -0.810260 -0.870484 -0.942734 -0.4 -0.1 0.3
H -2.127283 1.649232 0.065124 -0.1 -0.3 -0.3
H -2.258184 0.078146 0.919907 -0.2 0.0 0.1
H -1.846436 1.617197 1.757246 0.0 -0.3 0.3
H 0.342820 1.423874 0.665298 0.7 1.0 0.4
H 3.528159 1.481143 0.007477 -0.1 -0.2 0.0
H 2.112590 0.771736 -0.206876 0.6 0.4 0.2
O 2.591167 1.667101 -0.081009 -0.3 0.0 -0.1
H 3.783858 -1.953745 -0.552564 0.1 -0.1 0.0
H 2.386763 -1.864948 -0.006300 0.1 -0.4 -0.2
O 3.154785 -2.491244 -0.061758 -0.1 0.4 0.1
H -3.979755 -0.369686 -0.547890 -0.1 -0.1 -0.1
H -2.618085 -0.906068 -0.970748 0.2 -0.3 -0.2
O -3.581797 -1.089964 -1.047304 -0.1 0.3 0.2

***

# 2
124
Properties=species:S:1:pos:R:3:forces:R:3 method="wB97M-V/def2-TZVPD" total_energy_ev=-79457.6493 total_charge=+3 relative_energy_kcal_mol=23.9 homo_energy_ev=-16.471
C 2.001509 -6.767387 -0.487942 1.1 -0.2 0.9
N 1.633858 -5.951661 0.731877 -1.2 -0.2 -1.1
C 1.226689 -4.600591 0.196382 -0.4 -0.7 0.2
C 0.414857 -6.677489 1.295150 0.3 1.0 0.1
C 2.742147 -5.901887 1.745011 -0.6 0.3 -0.2
C 2.554813 -4.820488 2.798064 1.3 -0.5 0.2
O 1.394445 -5.024762 3.554939 -0.3 0.2 -0.4
H 2.244638 -7.768777 -0.136528 -0.2 -0.1 -0.2
H 2.919763 -6.363853 -0.911364 -0.2 0.2 -0.2
H 1.181359 -6.776477 -1.195058 0.0 0.0 0.0
H 0.406631 -4.807812 -0.488714 -0.1 0.2 0.0
H 2.024664 -4.159094 -0.392808 0.2 0.1 0.4
H 0.858452 -3.994633 1.014086 0.2 0.2 -0.1
H 0.046536 -6.164680 2.180221 0.3 -0.1 0.1
H 0.773998 -7.677142 1.509444 -0.5 -0.2 0.1
H -0.371390 -6.607320 0.548662 0.1 -0.5 -0.2
H 3.648660 -5.698659 1.177958 0.2 -0.1 0.2
H 2.774743 -6.876600 2.227675 0.1 -0.1 -0.1
H 2.678381 -3.836593 2.331600 -0.5 0.1 0.1
H 3.432279 -4.968574 3.441824 0.1 0.2 0.0
H 1.399115 -4.427011 4.309091 -0.1 -0.1 0.0
C 3.243524 -1.588363 -3.023445 -0.2 0.4 -0.2
N 3.076575 -0.130372 -3.338245 0.4 0.3 -0.7
C 4.253510 0.355937 -4.154659 0.2 0.2 0.2
C 1.858465 0.079172 -4.166184 -0.7 -0.3 0.0
C 2.967259 0.749750 -2.124151 -0.2 0.6 0.8
C 4.050618 0.555799 -1.088465 0.2 -1.0 0.5
O 5.291589 1.110438 -1.478311 -0.2 0.0 -0.3
H 4.261906 -1.741267 -2.682234 -0.1 -0.2 0.1
H 3.079987 -2.118842 -3.958121 0.1 -0.1 0.0
H 2.489918 -1.873766 -2.292110 0.1 0.0 0.1
H 5.157890 0.215961 -3.569784 -0.1 0.1 0.0
H 4.079603 1.417246 -4.310143 0.2 0.0 -0.1
H 4.363037 -0.140866 -5.115881 -0.4 -0.3 0.1
H 1.819483 -0.653739 -4.970106 0.4 0.3 -0.2
H 1.862619 1.105332 -4.521357 0.0 -0.1 -0.2
H 0.942310 -0.111562 -3.603876 0.2 0.1 0.4
H 1.992992 0.568962 -1.673023 0.1 -0.4 0.1
H 2.928200 1.801249 -2.415491 0.2 -0.1 -0.5
H 4.138216 -0.530796 -0.931336 0.1 0.1 0.1
H 3.754690 0.942597 -0.108764 -0.5 0.2 -0.3
H 5.961172 0.818181 -0.852705 0.1 0.1 0.0
C 3.991282 0.912404 5.933903 0.4 1.2 -0.5
N 3.993775 0.167891 4.622479 -0.7 0.0 1.1
C 4.856029 -1.024731 4.821524 0.6 -0.9 -1.4
C 2.588428 -0.230845 4.313863 -0.5 -0.7 0.4
C 4.504031 0.928284 3.406885 0.4 -0.5 0.1
C 3.805562 2.218828 3.062665 -0.2 0.4 0.5
O 4.030514 3.163183 4.109495 -0.2 -0.3 -0.3
H 4.993629 1.326088 6.028557 -0.1 0.1 0.3
H 3.743273 0.293546 6.790784 0.0 -0.5 -0.3
H 3.277937 1.728087 5.862778 0.1 0.0 0.0
H 4.712925 -1.671446 3.950632 -0.3 -0.2 0.2
H 4.689736 -1.582355 5.736842 -0.4 0.3 0.1
H 5.917578 -0.789206 4.736456 -0.1 0.6 0.4
H 2.106527 -0.722576 5.160959 0.5 -0.1 0.2
H 2.607162 -0.915799 3.472120 -0.1 0.2 -0.2
H 1.949809 0.625715 4.122163 0.4 0.1 -0.3
H 4.386786 0.179628 2.621637 -0.1 0.3 -0.3
H 5.577797 1.072912 3.526842 -0.1 0.2 0.3
H 2.732218 2.086013 2.918718 0.1 -0.2 -0.3
H 4.231715 2.597375 2.128242 0.0 -0.2 -0.1
H 3.239390 3.710496 4.155612 0.2 0.3 0.1
C -5.839942 1.993311 3.320686 -0.4 -0.2 0.4
C -4.667283 1.370165 2.564388 0.2 2.6 0.5
C -4.596542 1.919115 1.119360 -0.9 -2.1 -0.4
C -3.437938 1.236210 0.383299 0.8 -0.7 -0.4
P -2.967229 1.744629 -1.304475 -0.7 -0.6 -0.2
C -2.054252 3.252296 -1.223302 0.2 1.0 -0.7
C -2.780460 4.411420 -0.501182 0.3 -0.6 1.0
C -2.128748 5.726167 -0.882714 0.3 0.5 0.3
C -2.568172 6.936397 -0.022935 -0.6 -0.3 -0.7
C -2.079073 0.457444 -2.299849 0.2 1.1 0.3
C -2.471913 -0.991704 -2.067768 -1.0 0.0 -0.2
C -1.564575 -1.959329 -2.759475 1.6 -1.9 -0.3
C -1.550403 -1.967157 -4.292771 -0.3 1.3 0.1
C -4.512036 2.028009 -2.216780 0.7 -0.3 0.7
C -4.383875 2.396223 -3.702697 -1.5 -0.7 0.6
C -5.787989 2.689562 -4.252539 0.0 1.4 -1.0
C -6.424051 3.974064 -3.673143 -0.5 -0.2 -0.1
H -5.783525 1.744905 4.383334 -0.2 -0.5 -0.1
H -6.775674 1.640182 2.883259 -0.1 0.1 0.3
H -5.874284 3.083787 3.380143 0.3 0.0 -0.7
H -4.729236 0.291489 2.670799 0.3 -0.1 -0.4
H -3.801454 1.798421 3.082650 0.4 -0.7 0.0
H -4.628519 2.998604 1.023662 0.3 0.1 0.4
H -5.520168 1.552026 0.656204 -0.1 0.3 -0.2
H -3.600811 0.163082 0.211484 -0.6 0.1 0.3
H -2.545174 1.177382 1.009543 0.2 0.5 -0.2
H -1.862546 3.639483 -2.231561 0.0 -0.4 -0.2
H -1.067472 3.031079 -0.809786 -0.1 0.1 0.3
H -2.668996 4.226873 0.573676 0.2 0.2 0.0
H -3.867369 4.402474 -0.609204 0.0 0.1 -0.6
H -2.326190 5.966647 -1.929973 0.0 -0.2 -0.1
H -1.048150 5.564351 -0.827638 0.0 0.1 0.1
H -3.244455 7.522402 -0.646589 0.0 0.2 0.2
H -1.760739 7.589119 0.293387 0.1 -0.1 0.0
H -3.167315 6.624139 0.832492 0.2 0.0 0.2
H -1.010131 0.630642 -2.154546 0.0 -0.2 0.4
H -2.241266 0.788408 -3.329169 -0.3 -0.1 0.0
H -3.472815 -1.215457 -2.462578 -0.1 0.4 0.0
H -2.571132 -1.204981 -1.002390 0.5 -0.1 0.0
H -1.778226 -2.988058 -2.442300 -0.4 0.2 0.1
H -0.523506 -1.867389 -2.416265 -0.1 0.4 0.1
H -1.217979 -0.971332 -4.613494 -0.1 -0.1 -0.3
H -2.544375 -2.112682 -4.717995 0.0 -0.1 0.0
H -0.870910 -2.677313 -4.758416 0.0 -0.2 0.3
H -5.028435 2.764091 -1.599562 -0.2 0.2 -0.3
H -5.056168 1.089648 -2.063996 -0.2 0.0 -0.3
H -4.051357 1.514105 -4.250199 0.5 0.2 0.0
H -3.749644 3.268156 -3.849123 0.2 -0.1 -0.1
H -6.487515 1.856294 -4.319368 0.2 -0.3 0.8
H -5.645837 2.897939 -5.319233 0.1 0.0 0.0
H -6.135531 4.831525 -4.279242 0.1 0.1 0.2
H -6.208241 4.182670 -2.623990 0.3 -0.1 0.0
H -7.514786 3.949447 -3.697019 0.0 -0.2 -0.2
C -0.348206 -1.504364 2.050619 0.6 1.0 -0.6
F -0.818704 -0.671776 2.969912 -0.2 0.0 0.0
F 0.550543 -2.300724 2.645361 0.2 -0.3 0.1
F -1.324977 -2.252890 1.565977 -0.1 0.0 -0.1
S 0.517070 -0.495617 0.705405 1.0 1.4 -0.9
O 0.969699 -1.435785 -0.322778 -0.4 -0.3 0.8
O -0.473450 0.455148 0.233993 -0.4 -0.7 0.2
O 1.626624 0.204027 1.362070 -0.4 -1.0 0.4